CH5ClNO2P | the ωB97M-V functional and the def2-TZVPD basis

```
! RIJCOSX wB97M-V def2-TZVPD def2/J DEFGRID3
* xyz 0 1
C -0.00313 2.26344 -0.40439
N -1.59640 -3.21897 0.06787
O 0.63053 0.06331 1.52389
O 0.78643 1.21122 -0.78253
P 0.92117 -0.13247 0.08834
Cl 2.82550 -0.63139 -0.23448
H 0.23496 3.20331 -1.06686
H 0.18695 2.69269 0.52849
H -1.12193 1.92973 -0.44948
H -1.36838 -3.31497 1.12556
H -1.49569 -4.06591 -0.39640
*
```

Summary:
* Kohn-Sham gap (spin up / spin down): 8.52 / 9.36 eV
* highest occupied orbital energy (spin up / spin down): -9.339 / -11.328 eV
* energy relative to the best compared isomer or geometry (same formula, charge and spin): 3.633 eV

Results of the Mulliken charge analysis, in e, for atoms 1 through 6: -0.582 -0.450 -0.481 -0.207 0.645 -0.178